Entry 1:
{
  "formula": "C8H32BF4N2O7",
  "method": "wB97M-V/def2-TZVPD",
  "homo_lumo_gap_ev": 8.862,
  "charge": -1,
  "e_homo_ha": -0.2213,
  "species": ["B", "F", "F", "F", "F", "O", "H", "H", "O", "H", "H", "O", "H", "H", "O", "H", "H", "O", "H", "H", "C", "C", "C", "O", "C", "N", "H", "H", "H", "H", "H", "H", "H", "H", "H", "H", "H", "C", "C", "C", "O", "C", "N", "H", "H", "H", "H", "H", "H", "H", "H", "H", "H", "H"],
  "coordinates": [[2.061344, 1.384980, 0.834485], [2.692593, 2.567572, 0.444528], [0.867993, 1.288951, 0.093014], [2.915726, 0.293143, 0.558157], [1.762767, 1.388034, 2.214841], [0.782214, 3.810427, -1.266604], [1.354058, 3.270520, -0.702064], [1.236082, 4.655485, -1.325363], [4.505077, 0.784668, 3.127782], [3.654263, 0.872871, 3.569077], [4.291687, 0.973913, 2.206385], [-0.014427, 3.414452, 2.310350], [0.672050, 2.769860, 2.056783], [0.487998, 4.094446, 2.768992], [4.766638, -1.807120, 1.185890], [4.304776, -1.104858, 0.708254], [5.232773, -1.337566, 1.886004], [1.773773, 0.914385, -2.456289], [1.011884, 1.404051, -2.133894], [2.352595, 0.851803, -1.687979], [-4.034709, 2.379405, 0.620931], [-2.827945, 1.631179, 0.120095], [-3.128299, 0.999564, -1.224921], [-3.845841, -0.209059, -1.074636], [-4.532000, -0.589869, -2.209364], [-1.723136, 2.581977, -0.084838], [-4.779410, 1.691296, 1.027245], [-4.422700, 3.040319, -0.159808], [-3.817686, 3.096198, 1.424368], [-2.522857, 0.825853, 0.800534], [-2.160896, 0.780932, -1.717277], [-3.620558, 1.713821, -1.900875], [-5.298117, 0.145366, -2.520110], [-5.084443, -1.507802, -1.998598], [-3.885370, -0.763712, -3.083619], [-0.958086, 2.156269, -0.596132], [-1.304842, 2.802037, 0.815538], [0.582691, -3.766772, 1.621281], [0.835286, -2.541895, 0.757622], [0.417802, -2.754660, -0.681866], [1.182098, -3.802671, -1.223095], [0.974639, -3.935814, -2.610472], [0.145557, -1.368693, 1.293346], [0.790933, -3.587828, 2.676992], [1.188966, -4.612075, 1.299487], [-0.478889, -4.029747, 1.522380], [1.928851, -2.393937, 0.752770], [0.625922, -1.825163, -1.230579], [-0.652264, -3.011963, -0.695142], [1.357214, -4.908197, -2.920069], [1.547855, -3.176337, -3.161442], [-0.087807, -3.841718, -2.858869], [0.576836, -1.108463, 2.172185], [0.299334, -0.597876, 0.654603]],
  "forces_ev_per_a": [[0.08, -0.46, -0.15], [0.23, 0.18, 0.26], [0.19, -0.21, 0.36], [-0.17, 0.24, -0.12], [0.19, 0.01, -0.24], [0.11, 0.03, -0.11], [-0.04, 0.21, -0.04], [-0.02, -0.04, -0.02], [0.22, 0.04, 0.04], [-0.05, -0.04, -0.09], [-0.04, -0.03, 0.04], [0.34, 0.04, 0.06], [-0.48, 0.18, 0.36], [-0.12, 0.06, -0.04], [0.22, 0.03, -0.14], [-0.11, -0.15, 0.14], [-0.15, 0.02, 0.09], [0.20, -0.19, -0.32], [0.05, 0.12, 0.04], [-0.10, -0.06, -0.08], [-0.33, 0.59, 0.81], [0.80, 0.26, -0.35], [1.02, -0.23, -0.49], [-0.11, 0.37, 0.55], [-0.79, -0.17, -0.84], [-0.35, -0.11, 0.11], [-0.23, 0.09, -0.35], [-0.22, -0.39, -0.16], [0.38, -0.38, 0.08], [-0.28, -0.07, 0.05], [-0.17, -0.11, 0.08], [-0.32, -0.09, 0.23], [0.26, 0.07, 0.12], [0.21, -0.07, 0.08], [0.10, 0.00, 0.16], [-0.24, 0.02, -0.06], [-0.20, 0.32, -0.12], [-0.61, -0.11, -0.20], [0.98, -0.03, 0.49], [0.08, 0.25, 0.49], [-0.01, -0.43, -0.26], [0.37, 0.15, 0.05], [-0.17, -0.38, -0.22], [0.04, 0.17, -0.02], [0.00, 0.01, -0.09], [0.11, -0.11, 0.17], [-0.11, 0.08, -0.14], [-0.30, -0.02, -0.10], [0.00, 0.20, -0.26], [-0.13, -0.08, 0.06], [-0.22, 0.07, 0.03], [0.01, -0.09, -0.09], [-0.04, 0.09, -0.01], [-0.09, 0.14, 0.16]],
  "mulliken_charge": [-0.3504, -0.3702, 0.3819, -0.1523, -0.4350, -0.5988, 0.3558, 0.2517, -0.6624, 0.3313, 0.2869, -0.6826, 0.4375, 0.3031, -0.6752, 0.3345, 0.3205, -0.7410, 0.3544, 0.3472, -1.4468, 0.9219, -0.8025, -0.3154, -0.8025, -0.6766, 0.3254, 0.3247, 0.3722, 0.2274, 0.2962, 0.3086, 0.3255, 0.2683, 0.3071, 0.1013, 0.2899, -1.5658, 1.1421, -0.6143, -0.3407, -0.7499, -0.6655, 0.4206, 0.3291, 0.3126, -0.1504, 0.4108, 0.2970, 0.2764, 0.2565, 0.2979, 0.3050, -0.0231]
}

***

Entry 2:
{
  "formula": "C21H29N2O3S",
  "method": "wB97M-V/def2-TZVPD",
  "homo_lumo_gap_ev": 7.438,
  "charge": 1,
  "e_homo_ha": -0.3945,
  "species": ["C", "S", "O", "O", "N", "N", "C", "C", "O", "H", "H", "H", "H", "H", "H", "H", "H", "H", "H", "H", "C", "C", "C", "C", "C", "C", "H", "H", "H", "H", "H", "H", "C", "C", "C", "C", "C", "C", "H", "H", "H", "H", "H", "H", "C", "C", "C", "C", "C", "C", "H", "H", "H", "H", "H", "H"],
  "coordinates": [[-2.914552, -2.541450, 3.250113], [-1.838521, -2.792746, 1.879078], [-1.101357, -3.999709, 2.010035], [-2.426177, -2.366539, 0.658759], [-0.482038, -1.529028, 2.117087], [-1.057482, -0.292897, 2.534507], [0.420220, -1.577607, 0.872656], [0.910315, -0.221140, 0.345280], [0.357059, 0.110450, -0.899994], [-2.660998, -3.298983, 3.993301], [-2.825591, -1.534368, 3.646672], [-3.905380, -2.697075, 2.821499], [0.044266, -1.905141, 2.908066], [-1.483028, 0.142900, 1.719118], [-0.328207, 0.309213, 2.902639], [-0.173916, -2.067021, 0.102319], [1.247833, -2.232771, 1.132744], [2.003704, -0.224653, 0.326524], [0.610840, 0.593268, 1.003170], [0.554087, -0.569997, -1.557107], [-1.020148, 3.519595, -5.389493], [-2.303925, 3.450463, -4.865450], [-2.543187, 2.721362, -3.709039], [-1.497890, 2.062881, -3.075451], [-0.214780, 2.131402, -3.600696], [0.024769, 2.859809, -4.757951], [-0.835425, 4.087682, -6.292397], [-3.118148, 3.964950, -5.358896], [-3.545024, 2.667744, -3.302355], [-1.680444, 1.496485, -2.170544], [0.603497, 1.626783, -3.102498], [1.026466, 2.913403, -5.164305], [3.814371, 5.551958, -6.204548], [5.080358, 5.653370, -5.644158], [5.246105, 5.511759, -4.273372], [4.146253, 5.267334, -3.462267], [2.880119, 5.163726, -4.021828], [2.715639, 5.307290, -5.392719], [3.684449, 5.665484, -7.273058], [5.937879, 5.845697, -6.275822], [6.232970, 5.596420, -3.836809], [4.276309, 5.164128, -2.392263], [2.018849, 4.975782, -3.392402], [1.726254, 5.236100, -5.827095], [-2.134505, -5.975067, 5.210963], [-2.643415, -6.549569, 6.367708], [-1.977324, -6.382137, 7.573752], [-0.804316, -5.641130, 7.626384], [-0.295703, -5.063701, 6.471698], [-0.962062, -5.232250, 5.265102], [-2.642614, -6.122660, 4.265028], [-3.552288, -7.135331, 6.327626], [-2.369941, -6.835378, 8.474314], [-0.284661, -5.517652, 8.567339], [0.622462, -4.491292, 6.513913], [-0.562025, -4.800146, 4.355122]],
  "forces_ev_per_a": [[0.03, -0.13, 0.07], [-0.15, -0.24, -0.11], [0.06, 0.06, -0.12], [-0.01, 0.13, 0.11], [0.16, 0.08, 0.17], [-0.10, -0.12, -0.18], [0.03, -0.07, -0.02], [0.05, 0.02, 0.05], [-0.21, -0.16, -0.02], [-0.04, 0.04, 0.00], [0.02, 0.05, -0.10], [-0.02, -0.01, 0.11], [-0.01, 0.12, 0.05], [0.02, 0.05, 0.02], [-0.02, 0.02, -0.03], [0.03, 0.06, -0.06], [-0.04, -0.02, 0.10], [-0.03, -0.05, -0.07], [0.14, 0.00, 0.05], [0.08, 0.15, 0.03], [0.00, 0.00, 0.00], [0.00, 0.00, 0.00], [0.00, 0.00, 0.00], [0.00, 0.00, 0.00], [0.01, 0.02, 0.01], [0.01, -0.03, -0.01], [0.00, 0.00, 0.00], [0.00, 0.00, 0.00], [0.00, 0.00, 0.00], [0.00, 0.00, 0.00], [0.00, 0.02, 0.01], [0.00, 0.00, 0.00], [0.01, -0.01, 0.01], [0.00, -0.01, 0.00], [0.00, 0.00, 0.00], [0.00, 0.00, 0.00], [0.00, 0.00, 0.01], [-0.02, 0.01, -0.01], [0.00, 0.01, 0.00], [0.00, 0.00, 0.00], [0.00, 0.00, 0.00], [0.00, 0.00, 0.00], [0.00, 0.00, 0.00], [0.00, 0.01, 0.00], [-0.02, 0.03, -0.01], [-0.01, 0.00, 0.00], [0.00, 0.00, 0.00], [-0.01, 0.01, 0.01], [-0.03, 0.03, 0.01], [-0.01, 0.07, -0.04], [0.01, -0.02, 0.00], [0.00, 0.00, 0.00], [0.00, 0.00, 0.00], [0.00, 0.00, 0.00], [0.01, -0.02, 0.00], [0.06, -0.07, 0.00]],
  "mulliken_charge": [-0.6909, 1.1909, -0.5392, -0.5745, -0.1106, -0.6566, -0.2731, -0.5740, -0.4145, 0.1933, 0.3615, 0.3807, 0.4611, 0.2868, 0.3168, 0.3291, 0.2790, 0.3071, 0.3818, 0.3268, -0.4197, -0.4023, -0.4612, -0.1319, -0.4678, -0.4745, 0.3773, 0.3745, 0.3588, 0.3132, 0.3661, 0.5544, -0.5142, -0.3378, -0.3984, -0.3894, -0.3909, -0.2527, 0.3645, 0.3661, 0.3601, 0.3573, 0.4098, 0.4349, -0.4504, -0.4121, -0.4227, -0.3483, -0.5152, -0.1801, 0.4100, 0.3757, 0.3727, 0.3735, 0.3533, 0.4658]
}

***

Entry 3:
{
  "formula": "C2F5N3",
  "method": "wB97M-V/def2-TZVPD",
  "homo_lumo_gap_ev": [7.425, 7.421],
  "charge": 0,
  "e_homo_ha": [-0.3908, -0.3907],
  "species": ["C", "C", "N", "N", "N", "F", "F", "F", "F", "F"],
  "coordinates": [[0.121592, -1.610500, -0.240146], [0.043221, -0.222619, -0.212942], [0.279765, -2.762219, -0.140157], [-1.147153, 0.485739, -0.641773], [1.151485, 0.562100, -0.314326], [-0.369392, 0.082585, 2.102271], [-2.390844, -0.128441, -0.423738], [-1.223400, 1.705122, -0.084091], [1.172816, 1.881192, 0.110095], [2.361913, 0.007042, -0.155189]],
  "forces_ev_per_a": [[0.58, -3.12, 0.45], [-1.55, 3.66, 2.89], [-0.41, 2.22, -0.41], [-0.41, -0.75, -0.57], [0.02, 0.78, -0.44], [0.45, -0.46, -2.38], [2.29, 0.34, 0.35], [-0.33, -0.47, 0.07], [0.13, -2.45, -0.33], [-0.78, 0.24, 0.38]],
  "mulliken_charge": [0.1088, 0.6799, -0.2578, 0.2248, 0.3155, -0.6169, -0.1367, -0.0981, -0.0994, -0.1200]
}

***

Sequential energy relative to the best compared isomer or geometry (same formula, charge and spin) output: 0.0 88.7 88.2 kcal/mol